Record 1
# C5H10NO

A structure of composition C5H10NO (ωB97M-V/def2-TZVPD, the OMol25 dataset).

Its LUMO energy is 0.098 Eh. The net charge is -1. The max |F| is 3.12 eV/A. The value obtained for the energy above the lowest of the compared OMol25 structures with the same formula, charge and spin is 101.8 kcal per mole. The calculation puts the calculated total energy at -8879.7012 eV.

```
17
Properties=species:S:1:pos:R:3:forces:R:3
C -1.16293 0.88369 -2.45195 -0.786 1.872 -2.371
C -1.01355 1.11591 -3.78281 0.365 0.050 1.288
C 0.06924 -0.52481 -1.80292 1.203 1.003 1.088
N -0.32229 0.65046 -1.34686 -0.615 -2.960 0.328
H -2.20994 0.83666 -2.12876 0.247 0.339 0.137
H -0.05537 1.02827 -4.27384 0.077 0.210 -0.110
H -1.85283 1.52260 -4.32556 -0.116 -0.440 -0.157
H 0.76543 -0.51314 -2.64816 -0.890 -0.422 -0.948
H -0.08860 -1.50863 -1.34381 0.511 0.386 0.885
C 0.09815 -0.77206 2.74020 0.630 -0.376 -0.661
O 0.48667 -1.92990 2.16672 -0.172 -0.414 -0.133
C 1.34213 -0.04480 3.32905 -0.361 0.063 -0.371
H -0.63465 -0.91910 3.58086 0.020 0.236 0.031
H -0.41162 -0.11243 1.98505 0.048 0.302 0.416
H 1.10385 0.96781 3.70201 0.148 -0.303 0.453
H 2.11057 0.07593 2.55807 -0.210 -0.044 -0.205
H 1.77574 -0.75644 4.04271 -0.099 0.496 0.331
```
Forces are in eV/Å.


Record 2
# C18H12FN2PtTe

A structure of composition C18H12FN2PtTe (ωB97M-V/def2-TZVPD, the OMol25 dataset).

Its LUMO energy is 0.079 Eh. The net charge is -1. The max |F| is 1.12 eV/A. The calculation puts the calculated total energy at -35099.3593 eV.

```
35
Properties=species:S:1:pos:R:3:forces:R:3
Pt 2.25955 0.83868 -0.71882 0.099 -0.091 -1.110
C -1.64222 2.10716 -2.39092 -0.001 0.029 -0.091
C -0.29445 1.83725 -2.13858 0.014 0.022 -0.137
N 0.15896 1.48212 -0.95249 -0.297 -0.233 0.747
C -0.72997 1.40020 0.07586 -0.024 0.077 -0.174
C -2.10489 1.63597 -0.09565 0.126 -0.040 0.095
C -2.55077 1.99723 -1.37111 -0.119 0.030 -0.101
C -3.00240 1.47566 1.01660 -0.085 0.058 -0.237
C -2.55302 1.09218 2.22156 0.097 -0.083 0.265
C -1.15324 0.85849 2.44336 -0.034 -0.016 -0.088
C -0.63077 0.43810 3.67464 0.001 -0.013 0.070
C 0.72107 0.24119 3.80032 0.060 -0.033 0.078
C 1.55056 0.50275 2.69880 0.029 0.001 0.100
N 1.08374 0.89697 1.54054 -0.399 0.137 0.359
C -0.24264 1.04213 1.39058 0.084 -0.054 -0.040
H -1.95222 2.38215 -3.38973 0.022 0.009 -0.009
H 0.45343 1.90414 -2.91888 -0.017 -0.022 -0.011
H -3.60649 2.17791 -1.53783 0.009 0.006 -0.005
H -4.06104 1.64909 0.86134 0.018 0.023 -0.071
H -3.24678 0.95254 3.04304 0.054 -0.011 0.032
H -1.30371 0.26923 4.50772 0.017 -0.005 0.009
H 1.15459 -0.09387 4.73394 -0.009 0.006 -0.006
H 2.63167 0.40059 2.75735 -0.022 -0.005 0.024
Te 4.68950 0.87641 -0.91996 0.474 -0.041 0.160
F 0.58262 -4.88650 -2.24196 -0.013 -0.002 0.008
C 0.97561 -3.61522 -1.92282 0.007 -0.007 0.004
C 1.54612 -3.37777 -0.69108 0.033 0.072 0.043
C 1.94807 -2.08138 -0.37869 -0.071 -0.126 -0.070
C 1.78450 -1.01544 -1.27553 -0.079 0.259 0.240
C 1.21062 -1.31821 -2.51276 -0.043 -0.057 -0.036
C 0.79944 -2.60883 -2.84412 0.000 0.079 -0.035
H 1.67836 -4.19553 0.00737 0.009 0.010 -0.011
H 2.40764 -1.89861 0.58386 0.017 0.021 -0.007
H 1.08413 -0.53348 -3.24967 0.026 -0.006 0.000
H 0.35443 -2.83327 -3.80629 0.016 0.007 0.005
```
Forces are in eV/Å.


Record 3
# C13H13OP

The molecule C13H13OP (ωB97M-V/def2-TZVPD, the OMol25 dataset).

Its LUMO energy is 0.024 Eh. As for the SMILES: OP(Cc1ccccc1)c1ccccc1. The max |F| is 4.13 eV/A. The value obtained for the energy above the lowest of the compared OMol25 structures with the same formula, charge and spin is 0.0 kcal per mole. The calculation puts the calculated total energy at -25026.6563 eV.

```
28
Properties=species:S:1:pos:R:3:forces:R:3
O 1.87329 -1.85328 -0.18511 -0.500 -1.972 -0.352
P 0.92667 -0.62859 -0.77139 -2.313 -1.325 1.462
C -0.39795 -0.34290 0.90050 -1.008 -1.587 -3.678
C -1.82668 -0.87429 0.55892 3.033 -0.531 0.318
C -2.01271 -2.26572 0.51726 -1.204 0.469 0.210
C -3.23552 -2.79013 0.03142 3.446 -0.726 0.925
C -4.18898 -2.00212 -0.49724 0.017 1.914 0.730
C -4.03209 -0.57599 -0.36300 1.010 -1.531 -0.349
C -2.80792 -0.01673 0.12969 -2.997 1.518 -0.977
C 1.96979 0.72372 -0.38700 2.761 -0.233 0.668
C 3.31730 0.63860 0.09430 -1.112 1.402 0.307
C 4.05830 1.84580 0.42478 -1.444 -2.985 -1.461
C 3.50325 3.03524 0.00316 -0.528 -1.607 0.542
C 2.22930 3.03563 -0.53299 -0.494 2.917 0.135
C 1.44409 1.94794 -0.70787 2.731 -0.266 0.950
H 1.54579 -2.77067 -0.44699 0.588 2.015 0.371
H 0.07451 -0.86405 1.69084 0.547 -0.066 0.952
H -0.42637 0.70420 0.86509 0.217 1.491 0.829
H -1.24221 -2.91340 0.93724 -0.158 0.086 -0.257
H -3.31998 -3.86661 -0.01427 -0.164 -0.119 0.047
H -4.94859 -2.66286 -0.86363 -1.278 1.078 -0.612
H -4.80901 0.04152 -0.75485 -0.314 0.545 -0.047
H -2.76920 1.15986 0.13416 0.348 -2.589 0.141
H 3.69151 -0.37359 0.19788 0.324 0.273 0.410
H 5.01985 1.67257 0.87451 0.302 0.524 0.011
H 4.00162 3.93446 0.11993 0.926 1.645 0.297
H 1.77008 4.02778 -0.71964 0.470 -0.632 -0.253
H 0.59185 2.03362 -1.23570 -3.207 0.292 -1.318
```
Forces are in eV/Å.


Record 4
# C21H39N2O5PbSSi

A structure of composition C21H39N2O5PbSSi (ωB97M-V/def2-TZVPD, the OMol25 dataset).

Its LUMO energy is -0.105 Eh. The net charge is +1. The max |F| is 2.67 eV/A. The calculation puts the calculated total energy at -59579.5132 eV.

```
70
Properties=species:S:1:pos:R:3:forces:R:3
Pb -15.54298 -4.65548 4.92942 0.124 -0.609 -1.305
C -14.36908 -8.24010 4.24964 0.537 0.553 -0.047
C -13.40279 -7.96639 3.06206 -1.367 0.750 -0.147
O -13.41410 -6.51547 2.89622 0.133 -1.290 -0.264
C -12.31761 -5.98251 2.11944 0.388 -1.568 2.125
C -12.78100 -4.96448 1.15543 -0.496 0.378 -0.509
O -13.45046 -3.88651 1.82423 -0.670 0.236 -0.775
C -14.27580 -3.08506 0.93707 0.924 -0.303 -0.829
C -15.54794 -2.65899 1.63701 1.267 0.827 1.910
O -16.17266 -3.78787 2.14200 -1.100 -0.590 -0.262
C -17.39833 -4.09076 1.51219 -0.973 -0.528 -0.289
C -17.55223 -5.59629 1.33761 0.552 -0.224 -1.423
O -17.01759 -6.22420 2.48490 -0.746 0.665 -0.352
C -17.00678 -7.60950 2.32137 -0.167 -0.790 0.182
C -16.75497 -8.21543 3.69888 -0.327 1.142 -0.197
O -15.62225 -7.54370 4.22838 0.816 -0.016 0.689
H -13.82184 -7.86875 5.13776 -0.454 -0.209 -0.243
H -14.53570 -9.31382 4.35775 0.022 -0.036 0.016
H -13.75597 -8.48719 2.11224 0.596 0.644 0.972
H -12.42277 -8.35838 3.40342 -0.292 0.254 -0.474
H -11.85274 -6.87733 1.60446 -0.001 1.367 0.273
H -11.64129 -5.52865 2.89949 -0.138 -0.449 -1.025
H -13.42394 -5.50708 0.41298 0.256 0.855 0.382
H -11.88261 -4.54947 0.69672 0.011 -0.132 -0.563
H -14.48232 -3.71538 0.02026 -0.228 0.670 0.929
H -13.75136 -2.17381 0.55214 -0.027 -0.627 0.437
H -16.17847 -2.05715 1.01634 -0.410 0.185 -0.793
H -15.39472 -1.98516 2.54752 0.554 -0.622 -1.102
H -17.55534 -3.54512 0.55608 0.377 -0.477 0.371
H -18.23188 -3.79457 2.14323 -0.089 0.324 0.411
H -17.07454 -5.99787 0.40119 0.420 0.493 0.763
H -18.59904 -5.86061 1.09900 -0.054 0.189 0.813
H -16.19245 -7.89593 1.63534 -0.156 0.006 0.021
H -17.97169 -7.92930 1.89212 0.241 -0.225 0.178
H -16.57238 -9.26856 3.65371 0.033 -0.788 -0.131
H -17.61119 -8.02303 4.37725 0.425 -0.022 -0.375
C -17.76193 -4.56618 8.05234 1.709 -0.459 -1.712
Si -17.85616 -4.08119 6.20106 -0.651 -0.861 0.053
C -17.78812 -2.25366 5.71074 -0.601 -0.299 -0.761
C -19.41737 -4.79638 5.39352 -0.316 -1.330 0.053
C -19.85636 -6.12188 5.72640 -1.375 0.532 -0.108
C -21.06281 -6.63159 5.14529 1.600 0.394 0.598
C -21.66557 -6.00308 4.06620 0.411 0.994 0.225
C -21.20921 -4.73066 3.68772 0.910 -0.717 0.676
C -20.14897 -4.12734 4.39528 -0.076 0.086 -0.706
H -17.49996 -5.63501 8.09286 -0.149 0.171 -0.165
H -18.55977 -4.42787 8.70961 -1.393 0.611 0.923
H -16.84466 -4.09061 8.40041 -0.059 0.152 0.396
H -18.80446 -1.90856 5.42294 0.637 0.019 0.368
H -17.14260 -2.09353 4.81765 -0.245 -0.003 0.491
H -17.40913 -1.69115 6.53914 0.217 0.674 0.376
H -19.39031 -6.73803 6.53168 -0.240 0.749 -0.715
H -21.50016 -7.51999 5.57234 0.097 -0.333 -0.175
H -22.49463 -6.46230 3.55427 -0.174 -0.043 -0.025
H -21.59631 -4.25820 2.80374 -0.327 0.303 -0.039
H -19.86258 -3.10926 4.06810 -0.104 -0.665 0.321
C -12.30090 -2.59918 5.14778 0.640 -1.359 1.022
N -13.44914 -2.13369 5.94805 0.499 -1.755 0.850
C -14.04001 -2.78395 6.99473 0.171 0.118 -0.494
S -13.99786 -4.52863 7.21570 0.075 1.611 0.381
N -14.73059 -1.95484 7.82554 0.416 -1.853 -0.160
C -14.23193 -0.67503 8.23629 -0.458 1.665 -0.942
H -11.29042 -2.22412 5.48947 -1.326 0.200 -0.290
H -12.51653 -2.37522 4.11979 0.221 0.087 -0.474
H -12.19762 -3.71130 5.26522 -0.463 0.999 -0.212
H -13.79768 -1.22460 5.76207 -0.073 0.848 -0.070
H -15.31435 -2.43524 8.49153 0.056 -0.168 0.064
H -13.30926 -0.44802 7.67075 -0.591 0.121 0.439
H -14.03792 -0.60553 9.28704 0.308 -0.421 0.664
H -15.02380 0.08160 8.06036 0.675 -0.097 -0.215
```
Forces are in eV/Å.


Record 5
# C6H10N

A structure of composition C6H10N (ωB97M-V/def2-TZVPD, the OMol25 dataset).

Its LUMO energy is -0.138 Eh. The net charge is +1. The max |F| is 4.48 eV/A. The value obtained for the energy above the lowest of the compared OMol25 structures with the same formula, charge and spin is 109.9 kcal per mole. The calculation puts the calculated total energy at -7861.5814 eV.

```
17
Properties=species:S:1:pos:R:3:forces:R:3
C 1.18292 -1.13682 -0.61537 0.446 -0.525 0.768
C 1.74767 0.39713 0.87467 1.050 0.698 -0.031
C -0.36136 1.05794 -0.85406 3.405 1.151 1.270
C 1.51087 0.29364 -0.57484 -3.717 1.786 -1.748
C 0.56367 -0.50364 0.56846 -0.463 1.699 1.192
C -2.03450 -0.42939 0.26602 1.792 0.481 -2.601
N -0.72060 0.39380 0.36263 0.037 -2.796 0.692
H 0.59923 -1.68117 -1.29852 -0.454 -0.308 -1.140
H 2.03599 -1.66088 -0.18586 -0.108 -0.485 -0.515
H 2.66408 -0.20272 1.06630 -0.765 0.585 0.514
H 1.74899 1.43448 1.26576 -0.317 -1.023 0.272
H -0.66255 2.11513 -0.81306 1.031 -0.165 -0.074
H -0.79155 0.63601 -1.70425 -0.243 -1.071 -1.281
H -2.12759 -0.43941 -0.89380 -0.335 -0.829 2.224
H -1.83595 -1.40449 0.72699 -0.408 0.367 -0.171
H -2.86218 0.13554 0.63088 -0.427 0.237 0.625
H -0.65714 0.99486 1.17805 -0.522 0.199 0.006
```
Forces are in eV/Å.


Record 6
# C7H10N3

The ion C7H10N3 with charge +1 (ωB97M-V/def2-TZVPD, the OMol25 dataset).

Its LUMO energy (alpha / beta) is -0.167 / -0.234 Eh. The net charge is +1. The max |F| is 5.41 eV/A. The value obtained for the energy above the lowest of the compared OMol25 structures with the same formula, charge and spin is 115.6 kcal per mole. Its spin multiplicity is 3. The calculation puts the calculated total energy at -11876.7400 eV.

```
20
Properties=species:S:1:pos:R:3:forces:R:3
C 4.39106 1.50787 0.02187 2.544 2.064 0.503
C 3.54040 0.66135 -0.05639 -2.907 -3.028 -0.267
C 1.85041 -1.33563 -0.22706 1.752 -4.988 1.132
C 2.58032 -0.27234 -0.11093 2.089 4.952 0.071
C -0.37567 0.31071 0.33700 -0.064 2.344 -0.968
C -1.66873 -1.62969 0.22781 0.633 -0.872 -3.647
C -1.55354 1.28214 0.29524 -2.500 0.801 3.022
N 0.63113 -1.76572 -0.15466 -0.840 -0.759 0.375
N -0.40210 -0.95200 0.14828 -0.107 0.571 -0.510
N -2.54180 1.22011 -0.76741 -0.009 -0.381 -0.679
H 5.26553 2.13435 0.18300 -0.705 -0.309 -0.262
H 2.54598 -2.27577 -0.07593 -1.124 1.200 -1.036
H -2.34140 -1.14416 -0.44164 -0.807 0.613 0.243
H -1.58150 -2.61091 -0.19571 0.535 -0.520 -0.168
H -1.90030 -1.76099 1.19103 -1.466 0.003 3.639
H -2.15353 1.21965 1.38179 1.506 -0.118 -2.630
H -1.15488 2.34137 0.38649 -0.176 -1.392 -0.424
H -3.38995 0.61741 -0.76351 1.395 0.870 0.342
H 0.56035 0.85790 0.31912 0.355 -0.600 0.169
H -2.30178 1.59434 -1.69840 -0.105 -0.451 1.095
```
Forces are in eV/Å.